Molecular formula: C31H45BrFeN2P2
Method: DFT, ωB97M-V/def2-TZVPD

Geometry (Å):
C 3.4802 3.8156 -7.3202
C 3.7395 3.7995 -5.9400
C 4.8264 4.5719 -5.4644
C 5.4990 5.4198 -6.3725
N 5.1871 5.4922 -7.6814
C 4.2008 4.6941 -8.1464
C 2.8603 3.0310 -5.0913
C 2.2477 2.4670 -4.1662
C 2.3540 1.7728 -2.8889
C 2.1399 2.7785 -1.8107
C 2.3030 2.3893 -0.4469
C 2.8646 1.1216 -0.2119
C 3.4735 0.4020 -1.2548
C 3.2363 0.6940 -2.6062
Fe 0.2468 2.2115 -2.1700
P -0.8848 2.5569 0.5219
H 5.1431 4.5227 -4.4261
H 2.7186 3.1621 -7.7310
H 6.3207 6.0639 -6.0037
H 3.9454 4.7346 -9.2114
H 3.7677 0.2109 -3.4128
H 1.9243 3.8694 -2.0817
H 4.1788 -0.3386 -0.9376
H 2.4848 3.1770 0.2780
C -1.3570 1.5852 2.0370
C -1.5385 2.3552 3.3462
H -0.5466 0.8652 2.1524
H -2.2752 1.0318 1.8520
H -1.9584 1.6856 4.1142
H -0.5894 2.7396 3.7544
H -2.2452 3.1960 3.2542
C -0.1066 3.9700 1.3190
C -0.0318 5.2499 0.5203
H 0.8985 3.6046 1.5782
H -0.5795 4.1965 2.2813
H 0.7869 5.8632 0.8844
H 0.1154 5.0818 -0.5304
H -0.9405 5.8213 0.6405
C -2.5832 3.2255 -0.0012
C -3.3218 4.0882 1.0433
H -3.1880 2.3431 -0.2966
H -2.3811 3.8021 -0.9316
H -4.1474 4.6312 0.5387
H -3.7646 3.4629 1.8322
H -2.6582 4.8415 1.5010
Br 1.8302 -0.0780 0.9411
P 4.2873 1.3408 2.6805
C 2.7417 2.2906 3.0063
C 2.7343 2.9593 4.3795
H 1.8899 1.6204 2.9219
H 2.6696 3.0227 2.2018
H 1.9764 3.7575 4.3838
H 2.4460 2.2237 5.1506
H 3.7193 3.3905 4.6483
C 4.0881 -0.4739 2.6199
C 5.2867 -1.1740 3.2367
H 3.9840 -0.8417 1.5842
H 3.1645 -0.7678 3.1397
H 5.0372 -2.2240 3.3971
H 6.1381 -1.0986 2.5530
H 5.5433 -0.6960 4.1840
C 5.1008 1.9425 1.1761
C 6.2894 2.8768 1.3852
H 4.3389 2.4519 0.5899
H 5.4188 1.0754 0.5913
H 6.7614 3.0717 0.4194
H 6.0009 3.8442 1.8130
H 7.0314 2.4125 2.0415
C -4.4393 -2.1695 -3.4258
C -3.2429 -1.4337 -2.8717
C -3.2636 -0.9301 -1.5602
C -2.1583 -0.2101 -1.0728
N -1.1233 0.1148 -1.8740
C -1.0256 -0.4967 -3.0853
C -2.0881 -1.2303 -3.6034
H -4.6431 -3.0651 -2.7952
H -5.3443 -1.5209 -3.4813
H -4.1726 -2.4911 -4.4570
H -4.1211 -1.0356 -0.9411
H -2.1520 0.1516 -0.0509
H -0.0872 -0.3727 -3.6931
H -2.0259 -1.6030 -4.6284

Atoms 1-3, force components in eV/Å:
0.3 0.5 0.0
0.0 0.3 -0.9
-0.3 0.2 -0.5

The charge is +2. Its spin multiplicity is 5. The calculation puts the LUMO energy (spin up / spin down) at -6.53 / -8.32 eV. As for the frontier orbital gap (spin up / spin down): 6.94 / 4.57 eV.



Molecular formula: C3H8O3
Method: DFT, ωB97M-V/def2-TZVPD

Geometry (Å):
O 4.2868 -2.0527 -0.8374
C 3.6420 -1.0501 -0.7821
O 3.3810 -0.2626 -1.8533
H 3.2321 -0.5699 0.1044
H 3.5409 -0.8492 -2.6123
C -2.5174 -0.0946 0.0589
C -1.8803 0.6914 1.1970
O -1.0594 1.7599 0.7182
H -2.1422 0.3586 -0.8654
H -3.5715 0.1816 -0.0046
H -2.5489 -1.1771 -0.0440
H -2.6798 1.2233 1.7269
H -1.4504 0.0792 1.9873
H -0.2329 1.7621 1.2064

Atoms 1-3, force components in eV/Å:
-0.3 -0.2 0.2
0.4 0.7 -0.5
-0.4 -0.8 0.1

The calculation puts the LUMO energy at 0.57 eV. As for the frontier orbital gap: 10.91 eV.



Molecular formula: C8H7OP
Method: DFT, ωB97M-V/def2-TZVPD

Geometry (Å):
C 2.6104 0.1421 -0.3013
C 2.2484 1.4797 -0.1804
C 1.6553 -0.8025 -0.3232
C 0.9008 1.8098 -0.0462
C 0.3641 -0.5276 0.0160
C -0.0369 0.8118 0.1311
C -0.7950 -1.5223 0.0023
C -2.0597 -1.0956 -0.0459
O -3.8459 0.7169 0.7939
P -2.8085 0.4917 -0.4403
H 3.5511 -0.1662 -0.7193
H 3.1450 2.0857 -0.1109
H 1.8951 -1.9117 -0.6227
H 0.5311 2.8284 0.0914
H -0.4201 -2.4764 0.0652
H -2.8155 -1.8339 0.2479
H -4.1197 -0.0300 1.4422

Atoms 1-3, force components in eV/Å:
0.4 0.7 -1.4
0.8 -0.7 0.5
-0.1 -4.6 -0.1

The calculation puts the LUMO energy (spin up / spin down) at -0.62 / -0.58 eV. As for the frontier orbital gap (spin up / spin down): 7.70 / 7.14 eV.



Molecular formula: C3H6
Method: DFT, ωB97M-V/def2-TZVPD

Geometry (Å):
C 1.3301 -0.2187 0.0242
C 0.2807 0.5221 -0.0025
C -1.1280 -0.0794 0.0224
H 1.2415 -1.3152 0.0595
H 2.2700 0.3886 -0.0037
H 0.4670 1.5682 0.0565
H -0.8513 -1.0463 -0.6369
H -1.6728 -0.3083 1.0657
H -1.9373 0.4889 -0.5852

Atoms 1-3, force components in eV/Å:
2.7 -0.7 -0.2
-3.2 0.8 1.0
-1.0 -1.4 -1.3

The calculation puts the LUMO energy at 1.29 eV. As for the frontier orbital gap: 11.18 eV.



Molecular formula: C41H41NO3PPdS6Si
Method: DFT, ωB97M-V/def2-TZVPD

Geometry (Å):
Pd 0.2409 -0.0384 -0.4651
C 1.8893 0.6029 -1.3137
Si 0.9800 3.2947 0.2387
C -0.9872 3.2324 0.1322
N -1.6053 1.8945 0.2581
C -2.6032 1.6262 -0.7849
C -3.8272 2.5511 -0.7001
C -4.1765 2.8455 0.7686
C -3.7004 1.6929 1.6486
C -2.1686 1.5686 1.5872
C 1.0069 2.6717 2.0494
C 0.4327 3.4315 3.0726
C 0.4573 3.0115 4.3974
C 1.0451 1.7966 4.7280
C 1.6132 1.0176 3.7281
C 1.5981 1.4588 2.4098
C 2.9675 3.3548 0.0458
C 3.5630 3.5885 -1.2039
C 4.9280 3.7911 -1.3598
C 5.7712 3.7585 -0.2536
C 5.2195 3.5338 0.9982
C 3.8435 3.3454 1.1391
H 2.7099 0.7765 -0.6194
H 2.1866 0.0193 -2.1809
H -1.2976 3.6680 -0.8248
H -1.3816 3.9347 0.8882
H -2.9134 0.5848 -0.6824
H -2.1220 1.6936 -1.7589
H -4.6679 2.0553 -1.1964
H -3.6517 3.4836 -1.2419
H -5.2500 3.0123 0.8832
H -3.6843 3.7674 1.0898
H -4.1654 0.7628 1.3054
H -4.0075 1.8264 2.6898
H -1.8817 0.5509 1.8625
H -1.7202 2.2366 2.3186
H -0.0443 4.3836 2.8390
H 0.0153 3.6327 5.1700
H 1.0642 1.4599 5.7595
H 2.0740 0.0681 3.9725
H 2.0768 0.8516 1.6526
H 2.9402 3.6210 -2.0953
H 5.3343 3.9709 -2.3497
H 6.8387 3.9086 -0.3696
H 5.8547 3.5127 1.8780
H 3.4599 3.2033 2.1410
O -1.7077 -1.4669 -1.9856
S -2.2013 -2.1507 -0.8029
O -3.6060 -2.4752 -0.8008
O -1.7101 -1.5203 0.4520
C -1.2906 -3.6891 -0.7960
C -1.9469 -4.8865 -1.0304
C -1.2417 -6.0789 -1.0288
C 0.1247 -6.0704 -0.7830
C 0.7774 -4.8692 -0.5406
C 0.0853 -3.6603 -0.5462
P 1.0062 -2.1264 -0.0965
C 2.5936 -2.3659 -0.9671
C 2.6251 -2.8815 -2.2620
C 3.8051 -2.8774 -2.9951
C 4.9678 -2.3533 -2.4477
C 4.9436 -1.8237 -1.1647
C 3.7636 -1.8243 -0.4329
C 1.3732 -2.5038 1.6591
C 2.3873 -3.3634 2.0838
C 2.5356 -3.6665 3.4300
C 1.6601 -3.1300 4.3652
C 0.6452 -2.2810 3.9518
C 0.5073 -1.9578 2.6072
H -3.0167 -4.8600 -1.2046
H -1.7600 -7.0131 -1.2116
H 0.6869 -6.9968 -0.7731
H 1.8428 -4.8807 -0.3438
H 1.7185 -3.2777 -2.7056
H 3.8096 -3.2787 -4.0018
H 5.8864 -2.3453 -3.0227
H 5.8402 -1.3924 -0.7343
H 3.7517 -1.3838 0.5589
H 3.0695 -3.7964 1.3621
H 3.3323 -4.3289 3.7479
H 1.7741 -3.3715 5.4165
H -0.0361 -1.8493 4.6757
H -0.2827 -1.2946 2.2821
C 3.5673 6.8638 1.6616
S 1.8740 6.3501 2.0411
C 1.2226 6.3016 0.4044
C 0.9332 5.1951 -0.2934
S 0.8690 1.9689 -1.6913
S 0.4112 5.5195 -1.9220
C 0.4594 7.2537 -1.9111
S 0.2104 8.1803 -3.2507
S 1.0075 7.8516 -0.3935
H 4.0760 6.9876 2.6196
H 3.5718 7.8184 1.1342
H 4.0785 6.1026 1.0712

Atoms 1-3, force components in eV/Å:
-0.4 -0.3 -0.1
0.2 0.4 -0.3
0.1 0.0 -0.1

The charge is -1. The calculation puts the LUMO energy at 2.23 eV. As for the frontier orbital gap: 7.06 eV.



So what do the calculations give for ΔE to the lowest compared entry with this formula, charge and spin? Going down the list: 0.775, 1.411, 2.585, 0.857, 1.654 eV.